Record 1
A structure of composition C5H20BeN10O9S at a distorted geometry. Source: OMol25; level of theory: ωB97M-V with the def2-TZVPD basis set.

For the energy relative to the best compared isomer or geometry (same formula, charge and spin), the calculation gives 0.0235 eV. As for the frontier orbital gap: 6.26 eV. The lowest unoccupied orbital energy is -0.14 eV.

```
46
Properties=species:S:1:pos:R:3:forces:R:3:nbo_charge:R:1
Be -0.166501 1.011569 -0.412994 -0.9 1.9 3.6 1.695
S -0.605939 2.358251 2.102094 -0.5 1.4 0.0 2.581
O 0.124297 1.082042 1.873289 0.7 -2.8 -1.5 -1.169
O -1.345953 2.540531 0.791022 1.0 -0.5 -2.0 -1.135
O -1.611672 2.247220 3.147495 0.2 -0.2 0.4 -1.041
O 0.415788 3.371442 2.349203 -0.5 0.4 -0.2 -1.045
C -2.159794 -0.506107 -2.680879 0.5 0.2 -0.3 0.815
O -1.473875 -0.036319 -1.783620 1.3 1.0 1.1 -0.736
N -2.048789 -0.076290 -3.970670 0.0 -0.3 0.3 -0.826
N -3.049570 -1.506176 -2.487898 -0.3 -0.5 -0.1 -0.822
H -1.541548 0.774939 -4.128026 0.0 0.0 -0.1 0.416
H -2.693038 -0.423538 -4.656413 0.0 0.3 -0.1 0.392
H -3.252575 -2.105223 -3.268812 -0.2 0.0 0.0 0.386
H -3.173548 -1.913092 -1.577122 0.3 0.3 0.2 0.421
C 1.618011 3.802751 -1.285793 1.5 0.4 1.6 0.811
O 0.965816 2.825434 -0.973910 -1.5 -1.5 -1.0 -0.714
N 2.947396 3.713575 -1.634190 -0.2 0.4 -0.3 -0.832
N 1.248398 5.096525 -1.062725 -0.6 -0.7 -0.7 -0.822
H 3.400823 4.579799 -1.857458 0.3 -0.2 -0.3 0.377
H 3.360855 2.861203 -1.956609 -0.2 -0.2 0.2 0.401
H 0.273471 5.304566 -0.943835 0.1 0.0 0.5 0.427
H 1.952417 5.805710 -1.033517 -0.2 0.3 0.0 0.389
C 0.248310 -2.948869 0.506204 -0.1 1.1 0.5 0.776
O 0.445180 -1.755513 0.353947 0.0 -0.2 -0.5 -0.659
N 0.546085 -3.893812 -0.437062 0.1 -0.7 -0.5 -0.852
N -0.225385 -3.457773 1.677043 0.0 -1.1 -0.1 -0.848
H 0.866037 -3.598682 -1.341561 0.0 0.3 0.1 0.401
H 0.080273 -4.784001 -0.429405 0.0 0.0 0.1 0.378
H -0.630706 -2.875285 2.387603 0.0 0.5 -0.3 0.424
H -0.384656 -4.448796 1.715980 0.0 0.0 0.3 0.372
C -2.750869 -0.808970 1.587088 0.9 1.6 0.6 0.777
O -2.586850 0.063014 0.755930 -0.5 -0.9 -0.7 -0.638
N -3.848528 -1.625880 1.663935 0.0 -0.7 0.3 -0.858
N -1.862629 -0.975013 2.617064 0.1 -1.1 0.3 -0.875
H -3.789467 -2.388324 2.313858 -0.3 -0.1 -0.1 0.374
H -4.567643 -1.655111 0.968750 0.1 0.3 -0.1 0.397
H -1.062270 -0.356772 2.731046 -0.2 0.5 -0.5 0.470
H -2.121798 -1.546295 3.402229 -0.1 0.3 0.1 0.361
C 3.132219 -0.211169 0.455296 0.9 -0.1 -0.6 0.806
O 2.162319 0.408663 0.063554 -0.5 0.2 -0.5 -0.688
N 3.218260 -0.872202 1.631520 -1.7 0.2 0.9 -0.848
N 4.282415 -0.283248 -0.295558 -0.3 -0.1 0.5 -0.852
H 3.980208 -1.353735 2.064837 0.4 0.2 -0.4 0.394
H 2.408070 -0.708718 2.214997 0.0 -0.1 0.0 0.432
H 4.992524 -0.912386 0.025686 0.4 0.2 -0.5 0.384
H 4.284433 0.180063 -1.181613 0.2 -0.2 -0.1 0.398
```
Forces are in eV/Å.

---

Record 2
A structure of composition C5H20FeN4O6 at a distorted geometry. Source: OMol25; level of theory: ωB97M-V with the def2-TZVPD basis set.

For the energy relative to the best compared isomer or geometry (same formula, charge and spin), the calculation gives 0.5494 eV. As for the frontier orbital gap (alpha / beta): 5.90 / 5.80 eV. The lowest unoccupied orbital energy (alpha / beta) is -0.22 / -0.24 eV. The spin multiplicity is 5.

```
36
Properties=species:S:1:pos:R:3:forces:R:3:nbo_charge:R:1
Fe 22.020762 10.021129 -15.239297 1.0 3.1 1.2 1.554
C 21.639794 13.050611 -13.340557 1.0 0.2 -0.7 -0.648
C 22.930931 12.261611 -13.079796 0.0 -0.5 0.1 -0.013
O 23.044310 11.066748 -13.764314 -0.6 -0.9 -0.9 -0.990
H 20.791856 12.525658 -12.905662 -0.2 0.3 -0.1 0.188
H 21.541012 13.177230 -14.422367 -0.3 -0.5 0.0 0.221
H 21.773366 14.088023 -13.016784 -0.3 -0.1 0.7 0.185
H 23.005620 12.046839 -12.000689 -0.1 0.2 0.2 0.110
H 23.795181 12.916457 -13.274551 0.0 0.2 -0.2 0.113
C 20.184616 12.292009 -16.794971 0.2 -0.9 0.7 -0.178
O 21.281476 11.560021 -16.419997 0.2 -0.3 -0.2 -1.002
H 20.216397 12.552628 -17.862288 -0.3 0.1 0.0 0.132
H 19.241733 11.733732 -16.590979 -0.3 0.1 -0.6 0.054
H 19.999218 13.203320 -16.199345 0.4 0.2 -0.1 0.134
C 24.450046 9.541261 -17.392562 -0.7 0.0 1.1 0.796
O 23.753344 9.893074 -16.448923 0.9 0.0 -0.8 -0.679
N 25.534348 10.225611 -17.829569 0.6 0.6 -0.5 -0.822
N 24.265144 8.349516 -18.018248 0.1 -0.8 -0.8 -0.841
H 25.696537 11.180929 -17.558369 -0.5 -0.1 0.4 0.418
H 25.938193 10.003197 -18.720993 0.0 -0.2 0.0 0.379
H 24.718465 8.137238 -18.887199 0.2 0.0 0.0 0.383
H 23.586139 7.675159 -17.723967 -0.2 0.4 0.3 0.403
C 19.204168 9.495168 -13.946174 0.5 1.5 0.1 0.787
O 20.408991 9.775459 -13.902935 -1.0 -1.1 0.3 -0.708
N 18.583813 8.862316 -12.922910 0.2 -0.5 0.3 -0.834
N 18.387939 9.924691 -14.929613 0.1 -0.4 -0.6 -0.830
H 19.082650 8.808245 -12.051424 -0.1 -0.1 -0.1 0.414
H 17.595833 8.713021 -12.943566 -0.1 0.0 0.2 0.386
H 18.787814 10.400153 -15.726046 0.1 0.1 0.2 0.426
H 17.398181 9.794613 -14.884090 -0.1 0.0 -0.1 0.385
O 22.967401 8.016292 -14.597769 -0.4 -0.8 0.0 -0.948
H 22.429181 7.435509 -14.045738 0.1 0.2 0.2 0.484
H 23.868195 7.685074 -14.510579 0.1 0.4 0.0 0.498
O 21.019023 8.669902 -16.550123 -0.4 -1.1 -0.5 -0.947
H 21.078206 7.719192 -16.391555 0.0 0.1 0.1 0.485
H 20.556984 8.762762 -17.391691 0.1 0.5 0.1 0.506
```
Forces are in eV/Å.

---

Record 3
A cluster of 5 separate species, C5H20N10O5 in total at a distorted geometry. Source: OMol25; level of theory: ωB97M-V with the def2-TZVPD basis set.

For the energy relative to the best compared isomer or geometry (same formula, charge and spin), the calculation gives 1.4465 eV. As for the frontier orbital gap (alpha / beta): 8.81 / 2.78 eV. The lowest unoccupied orbital energy (alpha / beta) is -2.82 / -8.84 eV. Its net charge is +1. The spin multiplicity is 2.

```
40
Properties=species:S:1:pos:R:3:forces:R:3:nbo_charge:R:1
C 18.008220 -24.222470 15.650990 1.4 -2.2 -2.3 0.698
O 17.096780 -23.523320 16.163320 -1.5 1.0 0.7 -0.048
N 19.256450 -24.049620 15.914790 0.9 1.6 1.4 -0.697
N 17.793710 -25.192110 14.759320 -1.9 0.7 0.1 -0.782
H 19.915790 -24.729390 15.563680 0.6 0.2 0.4 0.462
H 19.503250 -23.225160 16.443430 0.8 -0.3 0.2 0.449
H 18.570120 -25.821940 14.615800 0.1 -0.7 -0.3 0.458
H 16.858180 -25.343140 14.409910 0.2 -0.2 -0.2 0.432
C 18.427550 -30.188760 20.293460 1.0 0.0 1.4 0.733
O 19.422090 -30.154420 20.928090 4.1 0.5 2.1 -0.658
N 17.413540 -29.453590 20.555560 -3.8 3.9 1.8 -0.826
N 18.185490 -31.025070 19.367630 -1.0 -5.1 -5.4 -0.840
H 16.643000 -29.334730 19.913500 0.2 0.2 0.5 0.384
H 17.614280 -28.840030 21.332320 -0.8 0.3 -0.2 0.411
H 18.913110 -31.678060 19.114120 0.1 0.2 0.0 0.414
H 17.253720 -31.413370 19.334070 0.2 0.0 -0.2 0.378
C 21.389320 -32.759090 18.790950 0.7 2.6 -0.7 0.740
O 21.010970 -31.921610 18.010160 -1.5 1.4 -2.0 -0.708
N 22.030600 -32.428510 19.884810 1.6 1.3 3.0 -0.844
N 21.431630 -34.013690 18.590820 -1.2 -5.7 -1.3 -0.790
H 21.699500 -32.888740 20.720660 0.6 0.6 0.3 0.396
H 22.333870 -31.466170 19.839730 -0.4 0.0 1.0 0.412
H 20.845420 -34.409390 17.869790 0.2 -0.1 0.2 0.399
H 21.847660 -34.614290 19.288170 -0.1 0.0 -0.4 0.401
C 18.688710 -28.199410 15.976210 1.6 -1.4 0.6 0.760
O 19.648550 -27.573070 15.585480 0.9 3.2 -1.5 -0.734
N 17.410080 -27.911120 15.931750 -3.2 1.5 -0.6 -0.828
N 18.922220 -29.354570 16.553860 -0.2 -1.6 0.6 -0.792
H 16.751590 -28.652070 16.125360 -0.1 0.5 -0.1 0.400
H 17.069730 -27.020870 15.597520 0.1 -0.7 0.2 0.386
H 18.094420 -29.908330 16.721780 1.1 -0.8 0.5 0.385
H 19.880120 -29.665160 16.476140 -0.4 -0.7 0.4 0.437
C 22.770720 -25.470420 15.537750 -0.3 4.6 0.8 0.729
O 22.647330 -24.488730 16.241780 -0.2 2.8 0.1 -0.710
N 22.850950 -25.545970 14.237820 -0.1 0.9 -3.6 -0.833
N 22.790820 -26.588690 16.077450 -0.3 -7.7 3.0 -0.767
H 22.799240 -26.491860 13.887510 0.6 0.8 -0.9 0.386
H 23.239110 -24.753420 13.746600 -0.2 -0.5 -0.3 0.419
H 22.586100 -27.329030 15.421630 0.1 -0.8 1.1 0.370
H 22.501070 -26.657180 17.042570 0.0 -0.2 -0.3 0.414
```
Forces are in eV/Å.